Molecular formula: C7H8
Method: DFT, the ωB97M-V functional and the def2-TZVPD basis

Output
* LUMO (alpha / beta): 1.1 / -1.2 eV
* spin multiplicity: 3
* HOMO-LUMO gap (alpha / beta): 8.39 / 8.40 eV
* energy above the lowest of the compared OMol25 structures with the same formula, charge and spin: 88.0 kcal per mole
* HOMO level (alpha / beta): -7.252 / -9.643 eV

Last column: natural (NBO) charge in e.
CARTESIAN COORDINATES (ANGSTROEM)
C (-1.836, 0.339, -2.028)  -0.2254
C (-0.907, 0.397, -1.233)  -0.1140
C (1.382, 2.056, -1.032)  -0.2157
C (0.253, 0.577, -0.431)  0.0073
C (-0.736, -1.050, 1.372)  -0.4047
C (0.689, -1.390, 1.038)  -0.3979
C (0.188, 0.043, 0.928)  -0.3220
H (-2.726, 0.619, -2.525)  0.2306
H (2.356, 1.845, -0.577)  0.1523
H (1.305, 2.092, -2.148)  0.1700
H (-1.509, -1.481, 0.625)  0.2303
H (-1.133, -1.105, 2.392)  0.2251
H (1.176, -1.668, 1.924)  0.2148
H (0.785, -1.866, 0.091)  0.2213
H (0.713, 0.591, 1.604)  0.2280


Molecular formula: C7H8AlF12N2O11S5
Method: DFT, the ωB97M-V functional and the def2-TZVPD basis

Output
* net charge: +1
* LUMO: -11.1 eV
* HOMO-LUMO gap: 2.73 eV
* energy above the lowest of the compared OMol25 structures with the same formula, charge and spin: 0.0 kcal per mole
* HOMO level: -13.812 eV

Last column: natural (NBO) charge in e.
CARTESIAN COORDINATES (ANGSTROEM)
Al (0.693, 1.175, -0.154)  1.3294
C (3.550, 3.921, -2.911)  0.8239
F (3.180, 5.159, -2.551)  -0.2925
F (4.387, 4.023, -3.912)  -0.2554
F (4.195, 3.392, -1.882)  -0.2854
S (2.013, 2.815, -3.326)  2.0060
O (1.822, 2.966, -4.795)  -0.7320
O (2.371, 1.402, -2.979)  -0.8410
N (0.823, 3.231, -2.150)  -1.0474
S (0.040, 4.421, -2.899)  2.1463
O (0.689, 5.048, -4.050)  -0.7478
O (-1.320, 4.060, -3.039)  -0.8205
C (0.112, 5.773, -1.561)  0.7536
F (-0.181, 5.233, -0.349)  -0.3133
F (1.324, 6.386, -1.474)  -0.2948
F (-0.786, 6.727, -1.865)  -0.2811
C (3.299, -3.041, -0.580)  0.8113
F (3.537, -2.113, -1.536)  -0.3002
F (2.824, -4.094, -1.150)  -0.2734
F (4.449, -3.372, -0.006)  -0.2828
S (2.090, -2.418, 0.861)  2.0174
O (1.760, -3.574, 1.679)  -0.8075
O (2.738, -1.281, 1.568)  -0.8740
N (0.751, -1.672, -0.023)  -0.9758
S (0.093, -2.994, -0.706)  2.0547
O (0.498, -3.235, -2.088)  -0.7726
O (-0.082, -4.204, 0.071)  -0.7428
C (-1.817, -2.366, -0.807)  0.8086
F (-2.252, -2.264, -2.025)  -0.2793
F (-2.698, -3.145, -0.248)  -0.2703
F (-1.790, -1.106, -0.242)  -0.3395
O (-2.040, 0.278, 4.350)  -0.8379
S (-2.135, -0.097, 2.956)  2.2811
O (-1.350, 0.574, 1.890)  -0.9785
O (-2.229, -1.739, 2.568)  -0.6796
C (-1.414, -2.627, 3.383)  -0.0939
C (-1.978, -3.984, 3.165)  -0.6507
C (-3.928, 0.236, 2.514)  -0.8274
H (-1.604, -2.290, 4.402)  0.2038
H (-0.342, -2.620, 3.187)  0.1986
H (-1.643, -4.667, 3.946)  0.2413
H (-1.654, -4.562, 2.300)  0.2327
H (-3.067, -3.998, 3.197)  0.2278
H (-4.279, 1.260, 2.384)  0.2623
H (-4.511, -0.281, 3.276)  0.2546
H (-4.139, -0.335, 1.611)  0.2439


Molecular formula: C7H8Br2N2O3
Method: DFT, the ωB97M-V functional and the def2-TZVPD basis

Output
* LUMO (alpha / beta): -0.7 / -0.8 eV
* HOMO-LUMO gap (alpha / beta): 7.79 / 8.23 eV
* energy above the lowest of the compared OMol25 structures with the same formula, charge and spin: 50.4 kcal per mole
* HOMO level (alpha / beta): -8.506 / -9.019 eV

Last column: natural (NBO) charge in e.
CARTESIAN COORDINATES (ANGSTROEM)
C (0.035, -0.274, 0.325)  0.8515
C (-1.082, 1.661, 1.383)  0.7198
C (1.719, -0.754, -1.429)  0.7182
C (0.448, 0.360, 2.635)  -0.0357
C (2.281, 0.230, 0.599)  0.0445
C (-1.390, 2.026, -0.095)  -0.7220
C (0.759, -1.727, -2.162)  -0.7270
N (-0.216, 0.578, 1.432)  -0.5837
N (1.369, -0.371, -0.090)  -0.6218
O (-0.907, -0.827, -0.213)  -0.5473
O (-1.323, 2.310, 2.398)  -0.5662
O (2.823, -0.515, -1.790)  -0.5201
Br (0.529, -1.372, 3.424)  0.0588
Br (2.651, 2.149, 0.268)  -0.0100
H (0.413, 1.091, 3.391)  0.2260
H (3.086, -0.204, 1.202)  0.2163
H (-2.250, 1.315, -0.397)  0.2645
H (-0.476, 1.926, -0.642)  0.2248
H (-1.619, 3.108, 0.019)  0.2524
H (0.213, -1.250, -2.881)  0.2370
H (0.027, -2.055, -1.354)  0.2707
H (1.411, -2.434, -2.743)  0.2493


Molecular formula: C7H8Br3O2
Method: DFT, the ωB97M-V functional and the def2-TZVPD basis

Output
* net charge: -1
* LUMO (alpha / beta): 2.9 / 3.0 eV
* HOMO-LUMO gap (alpha / beta): 7.21 / 7.50 eV
* HOMO level (alpha / beta): -4.262 / -4.508 eV

Last column: natural (NBO) charge in e.
CARTESIAN COORDINATES (ANGSTROEM)
C (3.040, 0.728, 1.016)  -0.4170
C (1.916, 1.345, 0.595)  -0.1614
C (-2.759, -1.510, -0.653)  0.7086
C (-1.099, 0.390, 1.045)  -0.6915
C (1.016, 0.877, -0.524)  -0.5612
C (-1.607, -1.114, -1.731)  -0.3232
C (0.015, -0.119, 0.095)  0.0494
O (-3.626, -0.686, -0.562)  -0.7065
O (-2.467, -2.582, -0.115)  -0.7244
Br (-1.803, 0.220, -3.122)  0.0202
Br (-0.499, -2.572, -2.141)  0.0764
Br (0.850, -1.758, 0.655)  0.0453
H (3.405, 0.951, 2.026)  0.1927
H (3.542, 0.035, 0.366)  0.1895
H (1.625, 2.147, 1.314)  0.1838
H (-1.545, 1.315, 0.682)  0.2220
H (-0.653, 0.665, 2.093)  0.1894
H (-1.774, -0.390, 1.113)  0.2498
H (1.748, 0.273, -1.140)  0.2225
H (0.674, 1.783, -1.011)  0.2356


Molecular formula: C7H8BrN4
Method: DFT, the ωB97M-V functional and the def2-TZVPD basis

Output
* net charge: +1
* LUMO (alpha / beta): -5.1 / -5.2 eV
* HOMO-LUMO gap (alpha / beta): 6.78 / 7.44 eV
* energy above the lowest of the compared OMol25 structures with the same formula, charge and spin: 64.2 kcal per mole
* HOMO level (alpha / beta): -11.911 / -12.617 eV

Last column: natural (NBO) charge in e.
CARTESIAN COORDINATES (ANGSTROEM)
C (1.404, -1.865, -1.902)  -0.1624
C (1.103, -0.535, -1.838)  -0.2286
C (0.841, -2.670, -0.860)  0.0702
C (0.353, 0.019, -0.738)  0.2633
C (0.256, -0.848, 0.413)  -0.0912
C (-0.206, -0.411, 1.597)  0.5668
C (-0.963, 2.088, -0.063)  -0.1234
N (0.459, -2.124, 0.243)  -0.3732
N (0.017, 1.272, -0.778)  -0.4994
N (-1.916, 1.389, 0.717)  -0.5150
N (-0.315, -0.138, 2.855)  -0.7089
Br (-2.409, 2.093, 2.265)  0.3598
H (1.866, -2.145, -2.802)  0.2454
H (1.421, 0.046, -2.742)  0.2428
H (0.779, -3.842, -0.944)  0.2282
H (-0.494, 2.939, 0.501)  0.2076
H (-1.576, 2.575, -0.881)  0.2426
H (0.186, 1.804, -1.684)  0.4229
H (0.334, -0.225, 3.661)  0.4531
H (-1.141, 0.579, 2.983)  0.3997


Molecular formula: C7H8BrOP
Method: DFT, the ωB97M-V functional and the def2-TZVPD basis

Output
* LUMO (alpha / beta): -0.4 / -0.4 eV
* HOMO-LUMO gap (alpha / beta): 7.60 / 7.60 eV
* energy above the lowest of the compared OMol25 structures with the same formula, charge and spin: 32.5 kcal per mole
* HOMO level (alpha / beta): -8.038 / -8.039 eV

Last column: natural (NBO) charge in e.
CARTESIAN COORDINATES (ANGSTROEM)
C (2.082, 0.990, 2.226)  -0.2292
C (2.310, 0.175, 1.129)  -0.1929
C (0.885, 1.670, 2.366)  -0.1961
C (1.326, 0.016, 0.157)  -0.3209
C (-0.106, 1.539, 1.398)  -0.3144
C (0.174, 0.717, 0.346)  0.0318
C (-1.791, -1.795, -2.976)  -0.2492
O (-1.228, -0.836, -2.105)  -0.8432
P (-2.035, 0.254, -1.218)  0.9276
Br (-3.075, -1.049, 0.246)  -0.2770
H (2.843, 1.089, 2.986)  0.2146
H (3.245, -0.355, 1.025)  0.2137
H (0.701, 2.298, 3.226)  0.2137
H (1.465, -0.633, -0.693)  0.2295
H (-1.046, 2.060, 1.496)  0.2240
H (-2.576, -1.364, -3.603)  0.1786
H (-2.201, -2.629, -2.402)  0.1904
H (-0.975, -2.149, -3.604)  0.1990


Molecular formula: C7H8Cl2O
Method: DFT, the ωB97M-V functional and the def2-TZVPD basis

Output
* SMILES: C#CC(=O)C1(Cl)CC1.CCl
* LUMO: 0.1 eV
* HOMO-LUMO gap: 10.16 eV
* energy above the lowest of the compared OMol25 structures with the same formula, charge and spin: 110.4 kcal per mole
* HOMO level: -10.023 eV

Last column: natural (NBO) charge in e.
CARTESIAN COORDINATES (ANGSTROEM)
C (-2.598, -1.579, -1.117)  -0.1396
C (-1.520, -1.105, -0.855)  -0.1555
C (2.040, -0.340, 0.543)  -0.3978
C (2.208, -1.430, -0.408)  -0.3683
C (0.751, -1.073, 0.016)  -0.1855
C (-1.459, 2.478, 0.724)  -0.6293
C (-0.232, -0.314, -0.861)  0.5275
O (-0.002, 0.644, -1.516)  -0.4734
Cl (-0.110, -2.133, 1.098)  0.0278
Cl (0.118, 3.016, 0.442)  -0.0091
H (-3.455, -2.185, -1.043)  0.2334
H (2.424, -0.679, 1.474)  0.2271
H (2.345, 0.734, 0.268)  0.2493
H (2.533, -1.296, -1.359)  0.2226
H (2.676, -2.367, 0.112)  0.2260
H (-2.088, 2.833, -0.074)  0.2257
H (-1.612, 1.483, 1.054)  0.2180
H (-2.019, 3.314, 1.501)  0.2012